Entry 1:
The following is a DFT calculation (ωB97M-V/def2-TZVPD) of 13 unconnected molecules or ions with the total composition H26O13.

Calculated values
LUMO level = -0.4 eV
F_max = 0.57 eV/Å
Multiplicity = 1
Electronic energy = -27040.384 eV
E_HOMO = -10.7229 eV
ΔE to the lowest compared entry with this formula, charge and spin = 36.0 kcal/mol
Molecular weight = 234.20 u

Each line ends with the Löwdin charge.
Element x y z (Å)
O  2.26  2.68  -0.72  -0.0435
O  -1.17  2.27  -0.31  -0.0494
O  -0.67  1.69  -3.07  -0.0499
O  -1.89  0.67  1.77  -0.0662
O  -1.18  -1.99  1.92  -0.0717
O  0.41  -3.71  0.04  -0.0632
O  3.59  -0.66  -0.32  -0.0428
O  0.58  -0.20  0.06  -0.0404
O  0.56  2.14  2.32  -0.0337
O  2.81  -1.09  2.66  -0.0344
O  -0.02  -1.25  -2.91  -0.0476
O  -1.99  -1.37  -0.67  -0.0561
O  -3.67  0.85  -1.22  -0.0641
H  -0.01  -3.10  0.65  -0.0198
H  -1.72  1.14  0.93  0.0037
H  -0.48  -1.78  -3.56  0.0542
H  2.13  -0.98  3.33  0.0377
H  3.04  -0.20  2.39  0.0196
H  -2.97  0.22  -0.96  -0.0200
H  2.42  2.61  -1.67  0.0477
H  -4.09  0.45  -1.98  0.0314
H  1.01  -3.16  -0.47  0.0301
H  4.42  -0.23  -0.06  0.0419
H  0.00  1.74  -3.76  0.0534
H  1.21  2.12  1.60  0.0235
H  0.49  -0.39  1.00  0.0174
H  -0.49  -1.40  -2.07  -0.0021
H  -1.26  -2.47  2.75  0.0725
H  2.91  -0.30  0.25  -0.0276
H  -0.53  2.94  -0.03  0.0529
H  -1.42  -1.05  2.10  0.0232
H  -1.50  1.26  2.43  0.0402
H  0.98  1.66  3.04  0.0415
H  -0.66  0.75  -2.81  0.0097
H  -0.88  2.03  -1.21  0.0150
H  2.61  1.86  -0.37  0.0037
H  -1.96  -1.57  0.28  0.0279
H  -2.53  -2.05  -1.08  0.0898
H  -0.33  -0.11  -0.25  -0.0045



Entry 2:
The following is a DFT calculation (ωB97M-V/def2-TZVPD) of a molecular structure, C4H5HgMgO3 at a distorted geometry.

Calculated values
LUMO level (spin up / spin down) = -3.5 / -5.9 eV
F_max = 4.24 eV/Å
Total charge = +1
Multiplicity = 3
Electronic energy = -19979.382 eV
E_HOMO (spin up / spin down) = -11.2805 / -12.7240 eV
Molecular weight = 325.98 u

Each line ends with the Löwdin charge.
Element x y z (Å)
Hg  -1.43  2.82  -0.19  0.9014
Mg  2.06  -1.36  0.53  0.9851
O  -0.22  -1.35  0.28  -0.1783
O  -1.51  0.51  0.37  -0.0663
O  1.00  0.47  0.48  -0.2371
C  -1.34  -2.25  0.45  0.0236
C  1.71  2.20  -0.91  -0.0075
C  0.71  1.36  -0.61  -0.3365
C  -0.43  -0.04  0.27  -0.5574
H  2.74  1.91  -0.68  0.0726
H  1.45  3.12  -1.44  0.0526
H  -1.98  -2.16  -0.43  0.1199
H  -0.89  -3.24  0.53  0.1092
H  -1.88  -1.99  1.36  0.1187